Version a
C20H23N3O5S | the ωB97M-V functional and the def2-TZVPD basis

The value obtained for the frontier orbital gap is 9.04 eV. Its SMILES is CC(=O)Nc1ccc(C(=O)Nc2ccc(S(=O)(=O)NC[C@H]3CCCO3)cc2)cc1. Its total charge is 0.

Bonds (Å) are listed after each position.
Element x y z (Å)
1 S -3.922 0.378 1.437  O2 1.433, O6 1.432, N9 1.664, C22 1.792
2 O -3.369 1.201 2.472  S1 1.433
3 O 6.148 1.338 1.618  C29 1.206
4 O -2.749 0.720 -1.882  C19 1.424, C25 1.414
5 O 2.393 -4.196 -0.737  C16 1.213
6 O -5.050 -0.456 1.723  S1 1.432
7 N 4.554 1.738 0.035  C10 1.394, C29 1.371, H45 1.011
8 N 0.406 -3.200 -0.535  C16 1.375, C17 1.390, H41 1.015
9 N -4.409 1.406 0.223  S1 1.664, C12 1.443, H39 1.007
10 C 3.888 0.517 -0.064  N7 1.394, C18 1.396, C20 1.393
11 C 3.550 -1.785 0.523  C20 1.380, C21 1.392, H46 1.079
12 C -3.447 2.369 -0.254  N9 1.443, C19 1.537, H36 1.092, H51 1.096
13 C -1.735 2.866 -2.081  C19 1.537, C24 1.528, H35 1.090, H49 1.087
14 C -1.883 -2.531 -0.480  C15 1.380, C17 1.400, H50 1.080
15 C -2.900 -1.708 -0.039  C14 1.380, C22 1.381, H42 1.078
16 C 1.780 -3.170 -0.529  O5 1.213, N8 1.375, C21 1.485
17 C -0.560 -2.312 -0.077  N8 1.390, C14 1.400, C26 1.396
18 C 2.820 0.428 -0.959  C10 1.396, C27 1.379, H40 1.081
19 C -3.018 2.107 -1.707  O4 1.424, C12 1.537, C13 1.537, H32 1.099
20 C 4.251 -0.606 0.678  C10 1.393, C11 1.380, H38 1.077
21 C 2.462 -1.864 -0.341  C11 1.392, C16 1.485, C27 1.393
22 C -2.601 -0.655 0.803  S1 1.792, C15 1.381, C23 1.380
23 C -1.306 -0.434 1.226  C22 1.380, C26 1.383, H43 1.079
24 C -0.662 1.785 -1.959  C13 1.528, C25 1.525, H30 1.090, H48 1.087
25 C -1.443 0.551 -2.397  O4 1.414, C24 1.525, H31 1.090, H47 1.100
26 C -0.283 -1.261 0.799  C17 1.396, C23 1.383, H34 1.077
27 C 2.112 -0.747 -1.096  C18 1.379, C21 1.393, H44 1.080
28 C 6.037 3.521 0.623  C29 1.514, H33 1.086, H37 1.088, H52 1.088
29 C 5.612 2.083 0.835  O3 1.206, N7 1.371, C28 1.514
30 H -0.340 1.673 -0.923  C24 1.090
31 H -1.051 -0.387 -2.002  C25 1.090
32 H -3.855 2.376 -2.366  C19 1.099
33 H 6.870 3.745 1.283  C28 1.086
34 H 0.719 -1.107 1.164  C26 1.077
35 H -1.793 3.225 -3.109  C13 1.090
36 H -2.590 2.316 0.422  C12 1.092
37 H 6.349 3.673 -0.408  C28 1.088
38 H 5.082 -0.548 1.360  C20 1.077
39 H -4.924 0.930 -0.499  N9 1.007
40 H 2.550 1.289 -1.554  C18 1.081
41 H 0.045 -4.098 -0.840  N8 1.015
42 H -3.924 -1.880 -0.327  C15 1.078
43 H -1.118 0.371 1.919  C23 1.079
44 H 1.296 -0.802 -1.800  C27 1.080
45 H 4.197 2.460 -0.576  N7 1.011
46 H 3.838 -2.662 1.083  C11 1.079
47 H -1.485 0.490 -3.495  C25 1.100
48 H 0.204 1.974 -2.590  C24 1.087
49 H -1.565 3.714 -1.422  C13 1.087
50 H -2.105 -3.359 -1.137  C14 1.080
51 H -3.878 3.375 -0.186  C12 1.096
52 H 5.213 4.195 0.846  C28 1.088

---

Version b
C20H23N3O5S | the ωB97M-V functional and the def2-TZVPD basis

The value obtained for the frontier orbital gap is 8.11 eV. Its SMILES is COCCOC(=O)c1c(NC(=O)CN2CCc3ccccc32)sc(C(N)=O)c1C. Its total charge is 0.

Bonds (Å) are listed after each position.
Element x y z (Å)
1 S 1.945 -2.016 1.231  C12 1.755, C24 1.709
2 O -0.955 0.123 -1.471  C18 1.222
3 O 5.499 -0.747 0.074  C19 1.217
4 O 0.648 1.422 -5.456  C25 1.408, C26 1.403
5 O -0.156 -3.009 2.196  C15 1.218
6 O 0.810 1.224 -2.303  C18 1.333, C28 1.426
7 N -0.606 -1.574 0.527  C15 1.361, C24 1.365, H31 1.025
8 N -2.864 -1.380 2.574  C14 1.445, C23 1.385, C27 1.463
9 N 4.844 -2.181 1.666  C19 1.356, H41 1.004, H45 1.006
10 C -3.131 1.710 0.535  C11 1.387, C17 1.383, H44 1.079
11 C -3.150 0.347 0.791  C10 1.387, C23 1.387, H48 1.079
12 C 3.166 -1.123 0.340  S1 1.755, C19 1.472, C29 1.372
13 C -2.370 0.108 4.384  C20 1.502, C27 1.538, H37 1.092, H49 1.091
14 C -2.483 -2.505 1.751  N8 1.445, C15 1.520, H35 1.093, H42 1.091
15 C -0.983 -2.440 1.507  O5 1.218, N7 1.361, C14 1.520
16 C 3.405 0.579 -1.518  C29 1.488, H33 1.088, H36 1.088, H47 1.085
17 C -2.842 2.623 1.533  C10 1.383, C21 1.391, H43 1.079
18 C 0.249 0.328 -1.491  O2 1.222, O6 1.333, C22 1.459
19 C 4.591 -1.312 0.656  O3 1.217, N9 1.356, C12 1.472
20 C -2.594 0.839 3.091  C13 1.502, C21 1.375, C23 1.399
21 C -2.580 2.188 2.828  C17 1.391, C20 1.375, H40 1.080
22 C 1.192 -0.387 -0.637  C18 1.459, C24 1.387, C29 1.429
23 C -2.863 -0.087 2.077  N8 1.385, C11 1.387, C20 1.399
24 C 0.709 -1.282 0.307  S1 1.709, N7 1.365, C22 1.387
25 C 1.422 0.269 -5.226  O4 1.408, H32 1.088, H50 1.097, H52 1.095
26 C 0.697 2.375 -4.426  O4 1.403, C28 1.532, H30 1.100, H51 1.092
27 C -2.385 -1.369 3.956  N8 1.463, C13 1.538, H38 1.094, H46 1.096
28 C -0.058 1.963 -3.159  O6 1.426, C26 1.532, H34 1.095, H39 1.095
29 C 2.618 -0.299 -0.611  C12 1.372, C16 1.488, C22 1.429
30 H 1.738 2.605 -4.157  C26 1.100
31 H -1.256 -1.044 -0.062  N7 1.025
32 H 1.366 -0.321 -6.139  C25 1.088
33 H 3.198 0.321 -2.555  C16 1.088
34 H -0.931 1.352 -3.414  C28 1.095
35 H -2.722 -3.426 2.288  C14 1.093
36 H 3.117 1.618 -1.369  C16 1.088
37 H -3.177 0.325 5.087  C13 1.092
38 H -3.062 -1.972 4.569  C27 1.094
39 H -0.397 2.852 -2.616  C28 1.095
40 H -2.364 2.898 3.613  C21 1.080
41 H 4.122 -2.674 2.160  N9 1.004
42 H -3.037 -2.474 0.812  C14 1.091
43 H -2.825 3.679 1.310  C17 1.079
44 H -3.343 2.055 -0.465  C10 1.079
45 H 5.806 -2.348 1.910  N9 1.006
46 H -1.384 -1.812 4.021  C27 1.096
47 H 4.465 0.461 -1.318  C16 1.085
48 H -3.395 -0.343 -0.002  C11 1.079
49 H -1.429 0.391 4.857  C13 1.091
50 H 2.468 0.530 -5.025  C25 1.097
51 H 0.226 3.267 -4.843  C26 1.092
52 H 1.038 -0.326 -4.391  C25 1.095

---

Stability verdict: version b, ahead by 0.417 eV

---

Version a
C2H9NO3 | the ωB97M-V functional and the def2-TZVPD basis

The value obtained for the frontier orbital gap is 10.45 eV. Its SMILES is CNC=O.O.O. Its total charge is 0.

Bonds (Å) are listed after each position.
Element x y z (Å)
1 O 1.007 -0.937 -1.814  H9 0.964, H12 0.963
2 O -0.110 1.166 0.281  C6 1.207
3 O -1.323 2.246 -2.085  H11 0.972, H15 0.966
4 N -0.230 -0.982 0.987  C5 1.468, C6 1.369, H10 1.006
5 C 0.748 -0.947 2.081  N4 1.468, H8 1.093, H13 1.080, H14 1.084
6 C -0.775 0.195 0.547  O2 1.207, N4 1.369, H7 1.111
7 H -1.884 0.253 0.534  C6 1.111
8 H 0.343 -0.412 2.944  C5 1.093
9 H 0.209 -0.454 -2.058  O1 0.964
10 H -0.743 -1.842 0.888  N4 1.006
11 H -0.897 2.292 -1.212  O3 0.972
12 H 1.641 -0.708 -2.502  O1 0.963
13 H 1.625 -0.410 1.753  C5 1.080
14 H 0.995 -1.973 2.333  C5 1.084
15 H -0.606 2.513 -2.674  O3 0.966

---

Version b
C2H9NO3 | the ωB97M-V functional and the def2-TZVPD basis

The value obtained for the frontier orbital gap is 10.25 eV. Its SMILES is CC(N)=O.O.O. Its total charge is 0.

Bonds (Å) are listed after each position.
Element x y z (Å)
1 O 0.672 -3.414 -1.156  H7 0.962, H8 0.959
2 O -0.782 0.296 -0.743  C5 1.217
3 O 2.188 3.730 -0.708  H10 0.970, H11 0.948
4 N -0.278 -1.184 0.895  C5 1.358, H12 1.001, H13 1.024
5 C -0.863 -0.056 0.420  O2 1.217, N4 1.358, C6 1.531
6 C -1.618 0.793 1.446  C5 1.531, H9 1.087, H14 1.089, H15 1.088
7 H -0.156 -3.822 -1.426  O1 0.962
8 H 1.400 -3.803 -1.645  O1 0.959
9 H -0.919 1.522 1.849  C6 1.087
10 H 1.814 2.871 -0.456  O3 0.970
11 H 2.612 4.112 0.050  O3 0.948
12 H -0.455 -1.537 1.814  N4 1.001
13 H -0.010 -1.786 0.110  N4 1.024
14 H -2.057 0.194 2.243  C6 1.089
15 H -2.434 1.277 0.913  C6 1.088

---

Stability verdict: version b, ahead by 0.751 eV

---

Version a
C16H40O8 | the ωB97M-V functional and the def2-TZVPD basis

The value obtained for the frontier orbital gap is 9.74 eV. Its SMILES is C1CCOC1.C1CCOC1.C1CCOC1.C1CCOC1.O.O.O.O. Its total charge is 0.

Bonds (Å) are listed after each position.
Element x y z (Å)
1 O 6.307 1.781 0.245  H47 0.957, H60 0.957
2 O 2.313 0.477 -3.403  C16 1.485, C21 1.428
3 O 4.261 -5.984 -2.534  H46 0.957, H64 0.957
4 O 0.824 -3.316 2.869  H25 0.957, H52 0.957
5 O -2.910 6.545 -6.092  C11 1.436, C23 1.449
6 O -2.817 -4.700 2.767  C13 1.435, C17 1.464
7 O 4.993 5.720 0.634  H41 0.957, H61 0.957
8 O 1.729 0.050 4.907  C15 1.388, C18 1.475
9 C 0.506 2.139 4.679  C18 1.539, C20 1.445, H32 1.090, H35 1.090
10 C -1.855 -6.635 1.990  C13 1.543, C22 1.541, H37 1.090, H39 1.090
11 C -4.292 6.525 -5.702  O5 1.436, C14 1.502, H44 1.090, H53 1.090
12 C 1.346 0.876 -1.284  C21 1.565, C24 1.477, H38 1.090, H51 1.090
13 C -2.792 -5.485 1.567  O6 1.435, C10 1.543, H26 1.090, H54 1.090
14 C -4.666 5.071 -5.753  C11 1.502, C19 1.485, H33 1.090, H49 1.090
15 C 0.583 0.046 5.689  O8 1.388, C20 1.490, H36 1.090, H43 1.090
16 C 2.577 -0.687 -2.519  O2 1.485, C24 1.566, H50 1.090, H58 1.090
17 C -2.815 -5.518 3.981  O6 1.464, C22 1.546, H28 1.090, H56 1.090
18 C 1.862 1.447 4.453  O8 1.475, C9 1.539, H42 1.090, H45 1.090
19 C -3.754 4.404 -6.718  C14 1.485, C23 1.529, H55 1.090, H62 1.090
20 C -0.336 1.021 5.037  C9 1.445, C15 1.490, H34 1.090, H48 1.090
21 C 1.268 1.242 -2.803  O2 1.428, C12 1.565, H57 1.090, H59 1.090
22 C -2.337 -6.881 3.433  C10 1.541, C17 1.546, H30 1.090, H31 1.090
23 C -2.487 5.247 -6.578  O5 1.449, C19 1.529, H27 1.090, H63 1.090
24 C 1.641 -0.571 -1.269  C12 1.477, C16 1.566, H29 1.090, H40 1.090
25 H -0.018 -3.687 3.134  O4 0.957
26 H -2.195 -5.051 0.765  C13 1.090
27 H -2.163 5.566 -7.569  C23 1.090
28 H -1.901 -5.089 4.391  C17 1.090
29 H 1.961 -1.033 -0.335  C24 1.090
30 H -1.516 -7.270 4.036  C22 1.090
31 H -3.080 -7.678 3.473  C22 1.090
32 H 0.398 2.934 5.417  C9 1.090
33 H -4.475 4.648 -4.767  C14 1.090
34 H -0.666 0.477 4.152  C20 1.090
35 H 0.078 2.442 3.723  C9 1.090
36 H 0.724 0.339 6.729  C15 1.090
37 H -0.793 -6.410 1.890  C10 1.090
38 H 0.478 1.158 -0.688  C12 1.090
39 H -1.940 -7.524 1.365  C10 1.090
40 H 0.674 -1.045 -1.437  C24 1.090
41 H 5.420 5.719 1.491  O7 0.957
42 H 2.266 1.409 3.441  C18 1.090
43 H 0.247 -0.983 5.821  C15 1.090
44 H -4.384 6.900 -4.683  C11 1.090
45 H 2.583 1.911 5.127  C18 1.090
46 H 3.946 -6.361 -1.712  O3 0.957
47 H 6.229 1.364 1.103  O1 0.957
48 H -1.139 1.209 5.750  C20 1.090
49 H -5.742 4.935 -5.858  C14 1.090
50 H 3.610 -0.878 -2.231  C16 1.090
51 H 2.138 1.537 -0.932  C12 1.090
52 H 0.743 -2.381 3.058  O4 0.957
53 H -4.969 7.058 -6.370  C11 1.090
54 H -3.797 -5.771 1.259  C13 1.090
55 H -4.263 4.509 -7.676  C19 1.090
56 H -3.717 -5.455 4.591  C17 1.090
57 H 0.297 0.896 -3.157  C21 1.090
58 H 2.432 -1.659 -2.990  C16 1.090
59 H 1.460 2.294 -3.017  C21 1.090
60 H 6.911 1.219 -0.241  O1 0.957
61 H 5.049 4.811 0.338  O7 0.957
62 H -3.526 3.346 -6.587  C19 1.090
63 H -1.723 4.851 -5.910  C23 1.090
64 H 5.213 -6.073 -2.488  O3 0.957

---

Version b
C16H40O8 | the ωB97M-V functional and the def2-TZVPD basis

The value obtained for the frontier orbital gap is 10.28 eV. Its SMILES is COCCOC.COCCOC.COCCOC.COCCOC. Its total charge is 0.

Bonds (Å) are listed after each position.
Element x y z (Å)
1 O 2.136 -10.565 0.505  C11 1.443, C13 1.426
2 O -8.022 7.810 2.516  C19 1.449, C21 1.396
3 O 7.019 7.710 -0.201  C9 1.491, C14 1.393
4 O -2.390 -2.120 0.231  C22 1.449, C23 1.409
5 O -5.629 5.811 1.645  C15 1.438, C18 1.420
6 O 0.165 -2.367 -2.389  C17 1.419, C24 1.438
7 O 5.296 5.242 -0.004  C10 1.470, C16 1.420
8 O 0.645 -9.731 -2.845  C12 1.428, C20 1.448
9 C 5.887 7.567 0.760  O3 1.491, C10 1.589, H55 1.090, H64 1.090
10 C 4.731 6.532 0.418  O7 1.470, C9 1.589, H47 1.090, H61 1.090
11 C 1.986 -10.868 -0.898  O1 1.443, C20 1.582, H42 1.090, H56 1.090
12 C 0.832 -10.883 -3.667  O8 1.428, H40 1.090, H43 1.090, H57 1.090
13 C 3.198 -11.262 1.153  O1 1.426, H34 1.090, H37 1.090, H60 1.090
14 C 6.719 7.584 -1.556  O3 1.393, H28 1.090, H44 1.090, H53 1.090
15 C -5.866 7.156 1.194  O5 1.438, C21 1.553, H33 1.090, H63 1.090
16 C 4.269 4.263 0.033  O7 1.420, H32 1.090, H38 1.090, H39 1.090
17 C 1.078 -3.383 -2.006  O6 1.419, H29 1.090, H50 1.090, H59 1.090
18 C -4.297 5.318 1.636  O5 1.420, H45 1.090, H49 1.090, H54 1.090
19 C -7.463 8.640 3.565  O2 1.449, H25 1.090, H48 1.090, H52 1.090
20 C 0.671 -10.206 -1.478  O8 1.448, C11 1.582, H26 1.090, H46 1.090
21 C -7.339 7.633 1.311  O2 1.396, C15 1.553, H30 1.090, H35 1.090
22 C -1.136 -2.689 -0.218  O4 1.449, C24 1.625, H36 1.090, H41 1.090
23 C -2.588 -2.326 1.611  O4 1.409, H27 1.090, H51 1.090, H62 1.090
24 C -1.154 -2.438 -1.823  O6 1.438, C22 1.625, H31 1.090, H58 1.090
25 H -7.346 9.652 3.176  C19 1.090
26 H -0.177 -10.881 -1.367  C20 1.090
27 H -2.515 -3.381 1.874  C23 1.090
28 H 5.801 8.159 -1.679  C14 1.090
29 H 1.617 -3.659 -2.912  C17 1.090
30 H -7.985 7.055 0.650  C21 1.090
31 H -1.746 -3.227 -2.287  C24 1.090
32 H 4.553 3.241 -0.220  C16 1.090
33 H -5.431 7.284 0.203  C15 1.090
34 H 3.114 -11.415 2.229  C13 1.090
35 H -7.198 8.517 0.690  C21 1.090
36 H -0.241 -2.252 0.227  C22 1.090
37 H 4.128 -10.709 1.014  C13 1.090
38 H 3.697 4.590 -0.835  C16 1.090
39 H 3.629 4.265 0.915  C16 1.090
40 H 1.758 -11.449 -3.765  C12 1.090
41 H -0.998 -3.762 -0.087  C22 1.090
42 H 1.932 -11.903 -1.236  C11 1.090
43 H 0.060 -11.622 -3.452  C12 1.090
44 H 7.411 8.232 -2.093  C14 1.090
45 H -4.075 4.279 1.880  C18 1.090
46 H 0.388 -9.374 -0.834  C20 1.090
47 H 4.113 6.583 1.314  C10 1.090
48 H -6.494 8.215 3.826  C19 1.090
49 H -3.905 5.734 2.564  C18 1.090
50 H 0.550 -4.307 -1.773  C17 1.090
51 H -1.799 -1.777 2.124  C23 1.090
52 H -8.205 8.764 4.354  C19 1.090
53 H 6.792 6.624 -2.066  C14 1.090
54 H -3.839 5.572 0.680  C18 1.090
55 H 6.228 7.221 1.735  C9 1.090
56 H 2.826 -10.375 -1.388  C11 1.090
57 H 0.519 -10.527 -4.649  C12 1.090
58 H -1.782 -1.618 -2.171  C24 1.090
59 H 1.781 -3.270 -1.180  C17 1.090
60 H 3.268 -12.275 0.758  C13 1.090
61 H 4.118 6.829 -0.433  C10 1.090
62 H -3.551 -1.895 1.885  C23 1.090
63 H -5.339 7.845 1.854  C15 1.090
64 H 5.590 8.592 0.981  C9 1.090

---

Stability verdict: version a, ahead by 4.662 eV